Entry 1:
C4H16O3S | wB97M-V/def2-TZVPD

The molar mass is 144.236 g/mol. The total charge is 0. As for the frontier orbital gap: 0.3601 Ha. As for the structure (SMILES): CCCCS.O.O.O. The lowest unoccupied orbital energy is 0.378 eV.

```
24
Properties=species:S:1:pos:R:3:forces:R:3
H 1.80694 -3.32524 0.30975 0.009 -0.013 -0.113
C 0.23476 0.46671 -0.31358 0.142 -0.517 -0.176
H 1.46223 2.19470 -2.21840 -0.164 -0.109 -0.070
H 0.63787 -2.72887 1.08732 0.065 0.253 0.016
H -0.03274 3.31041 0.20200 -0.204 0.441 0.072
H -0.92588 1.92428 -1.41890 -0.048 0.341 0.111
H -1.51654 0.99552 0.90334 -0.328 0.117 -0.011
H 0.39154 2.66156 1.44684 -0.080 0.232 0.485
C 0.81476 1.38999 -2.59476 -0.052 0.355 -0.177
H -0.76913 -2.91834 -2.56674 0.000 -0.034 -0.003
H 0.42099 1.70012 -3.57919 0.161 -0.127 0.440
H -0.51222 -2.50082 -1.11964 0.229 -0.066 -0.208
O 0.95188 -2.90157 0.19044 -0.088 -0.228 0.130
C -0.30074 1.05608 -1.61105 0.118 -0.027 -0.070
H 0.71151 -0.49898 -0.54821 -0.022 0.354 0.033
O -0.04134 3.47682 1.15657 0.262 -0.630 -0.511
O -0.89696 -2.19112 -1.95248 -0.154 0.038 0.114
S -0.02578 -0.38984 2.23481 0.170 0.187 0.163
C -0.86895 0.15905 0.69739 1.156 -0.700 0.276
H 1.44943 0.51928 -2.73922 0.054 -0.136 -0.115
H -0.96582 0.32326 -2.05755 -0.083 -0.184 -0.076
H -0.99740 -1.14589 2.75340 -0.202 0.093 0.049
H -1.36155 -0.74539 0.37426 -0.728 0.214 -0.347
H 1.04221 1.07529 0.11811 -0.213 0.146 -0.012
```
Positions in Å, forces in eV/Å.

Entry 2:
C4H16O4 | wB97M-V/def2-TZVPD

The molar mass is 128.168 g/mol. The total charge is 0. As for the frontier orbital gap: 0.3187 Ha. The lowest unoccupied orbital energy is 0.159 eV.

```
24
Properties=species:S:1:pos:R:3:forces:R:3
H 13.08268 -10.39572 16.23812 0.272 -0.469 -0.310
H 16.37005 -9.57088 17.09949 0.710 -0.081 0.635
H 14.20141 -10.15719 18.91663 -0.005 -0.018 0.648
H 13.67115 -8.55892 19.50036 0.070 0.076 0.024
H 15.10449 -9.46774 16.33931 -0.574 0.534 -1.550
H 12.46087 -8.80439 16.28786 -0.115 0.167 0.201
C 15.14603 -6.93029 17.24758 2.843 0.386 -0.310
H 14.12259 -6.63218 17.47522 0.328 0.254 0.514
H 16.75097 -7.35500 18.32053 -0.250 0.116 0.085
C 13.94297 -9.57142 19.79879 0.042 -0.610 1.076
H 15.09083 -11.85828 15.97339 -0.453 0.326 0.770
H 15.17618 -7.98100 16.95913 0.027 1.557 1.753
C 15.93828 -11.34723 16.43028 0.933 -0.071 -0.858
H 16.50775 -11.03495 15.55490 0.306 -0.096 -0.011
O 15.59295 -10.13258 17.14646 4.233 -5.453 3.535
C 13.33676 -9.38886 16.56944 -2.845 -0.090 0.820
H 12.94439 -9.85162 21.40233 -0.326 -0.141 0.080
H 15.51283 -6.52247 16.30565 -0.855 0.567 -0.353
O 12.88912 -10.22431 20.51936 -0.174 0.160 -0.356
O 16.22066 -6.57326 18.14949 -0.461 0.532 0.937
H 13.42338 -9.43780 17.65490 -0.699 0.160 -0.378
H 16.54935 -12.04161 17.00694 -0.246 0.164 0.229
H 14.76350 -9.57167 20.51630 0.619 0.403 -0.507
O 14.44452 -8.82812 16.06194 -3.379 1.629 -6.674
```
Positions in Å, forces in eV/Å.

Entry 3:
C4H16O4 | wB97M-V/def2-TZVPD

The molar mass is 128.168 g/mol. The total charge is 0. As for the frontier orbital gap: 0.3800 Ha. As for the structure (SMILES): C=CCC.O.O.O.O. The lowest unoccupied orbital energy is 0.653 eV.

```
24
Properties=species:S:1:pos:R:3:forces:R:3
H 0.58644 2.25878 1.63765 0.001 0.307 0.021
O -3.50236 0.30731 0.16988 0.312 -0.537 0.253
C 0.49837 -0.36510 -0.55701 -0.778 0.885 0.195
H -2.44482 1.15411 -1.11064 0.011 0.121 -0.019
H 1.27360 -0.42746 1.34865 0.134 0.760 0.465
H -1.01651 -1.97737 0.82591 0.050 0.015 -0.125
H -3.62583 0.67575 1.04923 -0.120 0.233 -0.025
O -1.63415 1.49148 -1.53184 -0.006 0.181 -0.061
C 0.62713 0.28005 0.80815 0.078 -0.822 -0.383
H 4.03798 -0.89613 0.26599 -0.017 -0.091 -0.031
H -0.35682 0.22994 1.28514 -0.125 -0.131 -0.074
H 1.28222 -2.14679 0.02830 -0.004 -0.600 -0.506
H 0.59233 2.15893 -0.14790 0.136 0.418 0.107
O -1.91216 -2.26560 0.61697 -0.358 0.119 0.042
H 2.09866 1.86584 0.81682 0.083 0.216 -0.205
C 0.80078 -1.63371 -0.80420 0.218 0.915 0.633
H 3.84620 0.40530 -0.49601 -0.065 0.018 -0.109
H -1.85805 1.85938 -2.38864 -0.235 -0.001 0.006
H -3.00033 -0.51284 0.35839 -0.163 0.090 -0.201
C 1.01845 1.76738 0.77370 0.086 -1.098 0.120
H -1.86321 -2.50804 -0.31486 0.076 -0.005 0.070
H -0.03704 0.28423 -1.25717 0.373 -0.535 -0.121
O 4.03763 0.05735 0.37808 0.076 0.056 0.130
H 0.55148 -2.06279 -1.75460 0.239 -0.514 -0.183
```
Positions in Å, forces in eV/Å.